C47H46IInN3O2P2 | the ωB97M-V functional and the def2-TZVPD basis

Structure (XYZ):
```
102
Properties=species:S:1:pos:R:3:forces:R:3:mulliken_charge:R:1
In -0.43173 -0.76206 0.08882 0.0 0.1 -0.9 1.48
C 2.46083 4.00348 -4.42768 -1.0 0.1 0.2 -1.60
C 2.22835 3.73013 -2.90438 0.6 0.6 0.2 1.63
C 2.89464 4.90401 -2.10319 -0.5 -0.2 0.2 -1.58
C 0.72596 3.71528 -2.57241 0.2 -0.1 -0.1 0.85
C -0.10308 4.81906 -2.86960 0.1 -1.1 0.6 -0.75
C -1.45178 4.73746 -2.55393 0.1 0.3 0.0 -1.29
C -2.00694 3.63572 -1.92887 0.3 0.4 0.1 -0.07
C -1.22323 2.54024 -1.58998 1.2 0.3 -0.3 -0.12
P -1.97757 1.10755 -0.82132 -1.1 0.2 -0.4 1.62
C -3.09265 0.43260 -2.11276 0.5 -0.4 0.0 0.79
C -4.36971 0.93672 -2.34689 -0.1 -0.4 0.0 -0.16
C -5.16585 0.38464 -3.35872 0.0 0.8 0.7 -0.75
C -4.67423 -0.60560 -4.16495 0.0 -0.3 0.0 -0.75
C -3.39663 -1.08845 -3.94838 0.8 -0.4 -0.3 -0.66
C -2.58232 -0.57933 -2.95262 -0.4 0.4 0.6 -0.55
C -2.97045 1.76315 0.55646 -0.2 0.0 0.0 0.37
C -2.44906 2.81623 1.30644 -0.3 -0.1 0.5 -0.98
C -3.07134 3.20478 2.49549 0.2 0.2 -0.2 -0.77
C -4.24629 2.59800 2.91864 0.3 -0.1 0.0 -0.71
C -4.77976 1.57450 2.15219 -0.4 -0.3 -0.1 -0.80
C -4.17159 1.17230 0.96639 0.3 -0.6 0.2 -0.14
C 0.14059 2.60599 -1.94856 0.2 0.1 -0.2 -0.86
O 0.87734 1.47375 -1.64228 -0.4 -0.3 0.3 -0.04
C 2.21962 1.35455 -1.91770 0.3 0.7 -0.4 -0.87
C 2.80349 0.12224 -1.60835 0.6 0.5 -0.1 0.20
C 4.18971 -0.02585 -1.90264 -1.1 0.2 0.4 -0.36
C 4.90916 1.03201 -2.41338 0.1 -0.2 -0.1 -1.40
C 4.30067 2.24301 -2.74114 -0.6 -0.7 0.9 -0.57
C 2.94333 2.42722 -2.49681 -1.0 -0.4 -0.2 0.80
P 1.95786 -1.25569 -0.78187 1.2 -0.3 -0.3 1.28
C 1.89037 -2.59329 -2.00729 -0.4 -1.0 0.4 0.60
C 2.15472 -2.37274 -3.35801 -0.3 0.2 0.1 -0.62
C 1.93571 -3.39182 -4.27964 0.0 -0.4 0.5 -0.75
C 1.51201 -4.65969 -3.86823 0.0 0.6 -0.2 -0.61
C 1.26744 -4.90343 -2.52099 0.5 0.7 0.1 -0.88
C 1.48194 -3.88866 -1.58739 -0.4 0.5 -0.2 -0.67
C 3.08087 -1.78696 0.58051 0.0 0.1 -0.1 0.50
C 3.10042 -1.03349 1.75781 -1.1 -0.1 -0.2 -0.85
C 3.75666 -1.50037 2.88085 0.0 0.5 0.0 -0.70
C 4.56932 -2.61656 2.79532 0.0 0.1 0.4 -0.67
C 4.69029 -3.27749 1.59740 0.0 -0.2 -0.5 -0.73
C 3.92274 -2.89285 0.49958 0.0 -0.4 -0.2 -0.13
H 2.01210 4.98620 -4.71750 0.5 -0.7 0.2 0.38
H 1.96941 3.22887 -5.04099 0.2 0.2 0.2 0.36
H 3.52483 4.00052 -4.64909 0.0 0.1 -0.1 0.40
H 2.43850 5.85330 -2.41937 0.2 -0.2 0.2 0.41
H 3.97324 4.95533 -2.28904 -0.3 0.0 -0.1 0.41
H 2.74706 4.79026 -1.00719 0.0 0.0 -0.7 0.34
H 0.29469 5.73299 -3.29384 0.0 -0.2 -0.1 0.48
H -2.10222 5.57455 -2.74317 0.0 0.2 -0.1 0.46
H -3.03372 3.73871 -1.65082 -0.6 -0.4 0.1 0.53
H -4.76865 1.71870 -1.72598 -0.1 0.2 0.2 0.39
H -6.18366 0.72416 -3.48894 0.0 0.2 0.0 0.46
H -5.30893 -1.01144 -4.93357 0.0 -0.2 -0.2 0.44
H -3.00090 -1.87487 -4.57600 0.0 0.0 -0.1 0.49
H -1.56264 -0.94228 -2.80531 -0.3 -0.1 -0.2 0.40
H -1.57734 3.33348 0.95655 0.4 0.2 0.0 0.51
H -2.63163 3.98677 3.10179 0.0 0.1 -0.1 0.50
H -4.71514 2.89666 3.85260 0.0 0.0 -0.2 0.47
H -5.67440 1.05385 2.49379 0.1 0.2 -0.2 0.48
H -4.58656 0.32416 0.41756 0.0 0.3 0.1 0.05
H 4.67038 -0.97268 -1.71819 0.2 -0.1 0.2 0.60
H 5.96720 0.89172 -2.55900 0.2 0.1 -0.2 0.46
H 4.90762 3.03921 -3.11107 0.2 0.4 -0.3 0.54
H 2.51001 -1.39704 -3.68031 -0.1 -0.2 -0.1 0.40
H 2.10615 -3.20459 -5.31881 0.2 0.1 -0.4 0.52
H 1.37110 -5.43922 -4.61388 0.0 0.1 0.2 0.44
H 0.94466 -5.87486 -2.20961 -0.1 -0.4 0.2 0.56
H 1.28262 -4.08411 -0.53251 0.1 0.0 -0.2 0.49
H 2.48892 -0.13233 1.77284 0.1 0.0 0.4 0.52
H 3.64514 -0.98579 3.82472 0.1 0.2 0.0 0.58
H 5.10453 -2.95547 3.67021 0.1 0.0 0.0 0.46
H 5.36971 -4.11616 1.50094 -0.1 0.0 0.0 0.45
H 4.00490 -3.50087 -0.39125 -0.2 0.1 -0.2 0.45
N -0.53882 -0.89175 2.18245 -0.4 -0.4 1.9 -0.72
C -0.58794 -1.01190 3.35864 0.7 0.9 -0.5 0.77
N -0.51436 -1.00360 4.65424 -0.2 -0.1 -1.1 0.20
C -1.14316 0.08619 5.46825 -0.5 0.0 0.4 -0.45
C -0.13096 0.57233 6.51685 0.7 0.2 -0.3 -0.64
C 0.58975 -0.53947 7.31183 -1.0 -0.7 0.8 -0.71
C 1.04466 -1.71783 6.43650 0.8 0.3 -0.2 -0.32
C 0.01541 -2.18348 5.40552 -0.1 -0.3 0.2 -0.71
H -2.05925 -0.35143 5.91685 0.5 0.2 -0.1 0.33
H -1.48379 0.91346 4.81384 0.4 -0.5 0.2 0.28
H -0.62474 1.25453 7.21558 -0.1 -0.1 -0.2 0.37
H 0.63751 1.17908 5.98406 -0.4 -0.4 0.3 0.28
H -0.06140 -0.95820 8.14366 0.5 0.6 -1.0 0.30
H 1.45733 -0.10961 7.82947 -0.2 -0.1 -0.2 0.36
H 1.35878 -2.56344 7.05813 -0.3 0.0 -0.1 0.41
H 1.97878 -1.43469 5.92054 -0.4 0.0 -0.1 0.02
H -0.84792 -2.68301 5.86984 0.2 0.2 0.0 0.33
H 0.44436 -2.89879 4.68883 -0.1 0.3 0.2 0.43
N -2.78137 -4.38025 -0.89990 -0.9 0.5 -0.3 -0.29
C -2.62112 -3.20496 -0.27857 2.1 -0.6 -1.5 0.87
O -1.50799 -2.58134 -0.41661 -1.0 -0.2 0.3 -0.38
C -3.70773 -2.76572 0.58533 -1.7 0.3 1.1 -1.26
I -5.55507 -2.25914 -0.59135 1.2 -0.4 0.7 0.18
H -2.19920 -4.70886 -1.67081 0.2 0.4 0.5 0.25
H -3.74811 -4.71936 -0.93900 0.6 -0.1 0.1 0.27
H -3.44755 -1.88061 1.18177 -0.1 -0.3 -0.3 0.14
H -4.00292 -3.59614 1.27256 0.1 0.7 -0.6 0.56
```
Positions in Å, forces in eV/Å.

Computed properties:
net charge = +3
energy above the lowest of the compared OMol25 structures with the same formula, charge and spin = 0.0 kJ/mol
E_HOMO = -15.24 eV
spin multiplicity = 1
molar mass = 988.6 g/mol
HOMO-LUMO gap = 7.3 eV
F_max = 2.64 eV/Å
total energy = -3303.0890 Eh

=====

C25H46N | the ωB97M-V functional and the def2-TZVPD basis

Structure (XYZ):
```
72
Properties=species:S:1:pos:R:3:forces:R:3:nbo_charge:R:1
C -12.00812 -3.02048 0.28914 0.2 -0.1 0.1 -0.60
C -10.53124 -2.82544 0.60869 -0.2 0.2 -0.2 -0.39
C -9.94465 -1.62326 -0.12732 0.3 -0.3 0.3 -0.39
C -8.46393 -1.42311 0.18522 -0.3 0.3 -0.3 -0.38
C -7.88025 -0.21735 -0.54720 0.3 -0.3 0.3 -0.38
C -6.39691 -0.02310 -0.24171 -0.2 0.3 -0.2 -0.39
C -5.82385 1.19258 -0.96714 0.3 -0.3 0.0 -0.39
C -4.31369 1.35739 -0.78887 -0.2 0.2 0.2 -0.39
C -3.91829 1.75744 0.63132 0.2 -0.3 -0.2 -0.39
C -2.40574 1.87743 0.82355 -0.2 0.2 -0.1 -0.39
C -1.79462 3.04965 0.05700 0.2 -0.1 0.3 -0.39
C -0.33648 3.31923 0.42939 -0.1 -0.2 -0.3 -0.38
C 0.60494 2.19639 -0.00230 0.1 0.4 0.2 -0.39
C 2.06342 2.54256 0.29130 -0.1 -0.3 -0.2 -0.38
H 2.32833 3.46115 -0.23594 0.0 0.1 0.0 0.20
H 2.17906 2.72783 1.36088 0.0 0.1 0.1 0.20
C 3.00457 1.41268 -0.14022 0.1 0.1 0.1 -0.42
C 4.44676 1.80056 0.17223 -0.8 0.4 0.1 -0.21
H 4.67377 2.73553 -0.34584 0.2 -0.1 0.0 0.23
H 4.53515 1.98285 1.24584 0.2 -0.1 -0.1 0.23
N 5.50792 0.81612 -0.20572 0.0 0.1 0.1 -0.21
C 5.48337 0.55935 -1.65567 0.0 -0.2 -0.9 -0.42
H 4.56146 0.05672 -1.93687 0.0 0.0 0.1 0.23
H 6.32405 -0.07470 -1.93129 0.0 0.1 0.1 0.25
H 5.55450 1.49888 -2.20059 0.0 0.1 0.1 0.23
C 6.81414 1.40564 0.14241 0.8 0.3 0.1 -0.42
H 6.85529 1.62828 1.20696 -0.1 -0.1 0.0 0.23
H 7.61383 0.70890 -0.10227 -0.1 0.0 0.0 0.25
H 6.96801 2.32850 -0.41368 -0.2 0.0 0.0 0.23
C 5.31288 -0.46664 0.55198 0.0 -0.8 0.3 -0.25
C 6.38737 -1.49574 0.31222 0.0 0.0 0.0 -0.01
C 6.25829 -2.42263 -0.71776 0.0 0.0 0.1 -0.22
C 7.23707 -3.37822 -0.92717 0.0 0.0 -0.1 -0.20
C 8.35153 -3.42308 -0.10624 0.0 0.0 0.0 -0.18
C 8.47831 -2.51761 0.93401 0.0 0.0 0.0 -0.20
C 7.50119 -1.56055 1.14418 -0.1 -0.1 0.0 -0.22
H 7.59948 -0.87428 1.97285 0.0 0.1 0.1 0.21
H 9.33441 -2.55995 1.58862 0.1 0.0 0.1 0.23
H 9.11176 -4.17055 -0.26763 0.1 -0.1 0.0 0.23
H 7.12338 -4.09318 -1.72667 0.0 -0.1 -0.1 0.23
H 5.38114 -2.41480 -1.34841 -0.1 0.0 -0.1 0.21
H 5.27548 -0.21446 1.61386 -0.1 0.1 -0.1 0.23
H 4.34833 -0.87984 0.25530 0.0 0.2 0.0 0.24
H 2.86590 1.24493 -1.20847 0.0 -0.1 0.0 0.21
H 2.71502 0.50733 0.39392 0.0 -0.1 0.0 0.21
H 0.34210 1.27760 0.52330 0.0 -0.1 0.0 0.20
H 0.48169 2.01824 -1.07276 0.0 -0.1 -0.1 0.20
H -0.25909 3.46063 1.50962 0.0 0.1 0.1 0.20
H -0.01804 4.24828 -0.04943 0.1 0.1 0.0 0.20
H -1.85801 2.86513 -1.01642 0.0 0.1 -0.1 0.20
H -2.37607 3.94782 0.27410 -0.1 0.0 -0.1 0.21
H -1.93834 0.94169 0.50962 0.1 -0.1 0.1 0.19
H -2.20025 2.01306 1.88854 0.1 0.0 0.1 0.20
H -4.29152 1.00726 1.33005 -0.1 0.0 0.1 0.20
H -4.39143 2.70909 0.88254 -0.1 0.0 0.1 0.20
H -3.96818 2.12322 -1.48600 0.1 0.0 -0.1 0.20
H -3.81741 0.41933 -1.05099 0.1 0.0 -0.1 0.19
H -6.32831 2.09519 -0.61545 -0.1 0.1 0.0 0.20
H -6.03818 1.09175 -2.03398 -0.1 0.1 0.0 0.20
H -6.27189 0.09287 0.83630 0.0 -0.1 0.1 0.19
H -5.84696 -0.91719 -0.54631 0.1 -0.1 0.0 0.19
H -8.01369 -0.35011 -1.62349 0.0 0.1 -0.1 0.19
H -8.42857 0.68158 -0.25616 -0.1 0.1 -0.1 0.19
H -7.91062 -2.32148 -0.09989 0.1 -0.1 0.0 0.19
H -8.33806 -1.28719 1.26224 0.0 0.0 0.1 0.19
H -10.07052 -1.76364 -1.20355 -0.1 0.1 -0.1 0.19
H -10.49753 -0.72403 0.15442 -0.1 0.1 -0.1 0.19
H -9.97753 -3.72481 0.32880 0.1 0.0 0.1 0.19
H -10.40850 -2.68389 1.68504 0.1 0.0 0.0 0.19
H -12.14942 -3.18406 -0.77703 -0.1 0.0 -0.1 0.20
H -12.40589 -3.87981 0.82374 -0.1 -0.1 0.0 0.21
H -12.58016 -2.14157 0.57830 -0.1 0.1 0.0 0.20
```
Positions in Å, forces in eV/Å.

Computed properties:
net charge = +1
energy above the lowest of the compared OMol25 structures with the same formula, charge and spin = 18.4 kJ/mol
E_HOMO = -11.64 eV
spin multiplicity = 1
molar mass = 360.7 g/mol
HOMO-LUMO gap = 9.3 eV
F_max = 0.93 eV/Å
total energy = -1034.7270 Eh

=====

C15H50O16 | the ωB97M-V functional and the def2-TZVPD basis

Structure (XYZ):
```
81
Properties=species:S:1:pos:R:3:forces:R:3:mulliken_charge:R:1
O 2.51803 -23.84806 -1.51801 -0.1 -0.1 -0.5 -0.64
H 3.06382 -24.63425 -1.53410 0.1 -0.2 -0.1 0.30
H 2.77607 -23.39314 -0.71633 0.0 0.3 0.6 0.36
O 1.17365 -21.77063 2.13652 0.0 -0.2 0.4 -0.67
H 0.91934 -20.99586 1.63524 -0.3 0.2 -0.3 0.39
H 2.12958 -21.78394 2.08923 0.3 -0.2 -0.1 0.27
O 0.23860 -19.55600 0.57932 0.0 0.0 0.1 -0.69
H -0.27042 -19.20392 -0.15087 -0.2 0.0 -0.2 0.30
H 0.86903 -18.86632 0.78697 0.2 0.3 0.1 0.31
C 8.66259 -20.05260 -3.18575 1.0 -0.6 -0.6 -0.46
C 7.59004 -20.71002 -4.01947 0.0 -0.3 1.7 -0.43
O 6.37958 -20.65005 -3.24545 -0.4 0.5 -1.5 -0.26
O 8.69581 -20.51761 -1.85813 -0.3 0.6 0.2 -0.57
H 8.57665 -18.96619 -3.16471 0.0 -0.1 -0.1 0.35
H 9.59259 -20.38059 -3.65009 0.5 0.6 -0.3 0.37
H 7.80898 -21.76976 -4.15036 0.3 -0.2 -0.2 0.22
H 7.63617 -20.25214 -5.00756 -1.1 0.2 0.1 0.43
H 6.57824 -21.13050 -2.43842 0.0 -0.1 0.2 0.06
H 8.63074 -21.47490 -1.88926 0.0 -0.6 0.3 0.49
C 7.54755 -25.39758 -0.89046 -1.0 -0.4 -1.8 -0.41
C 7.88598 -24.37893 -2.06554 0.3 -1.6 0.9 -0.61
O 8.04510 -23.10311 -1.49464 -0.7 0.3 -0.1 -0.44
O 8.43223 -25.25128 0.16058 1.4 0.6 0.7 -0.61
H 7.55939 -26.43233 -1.23288 0.3 -0.1 -0.6 0.45
H 6.54815 -25.31342 -0.46358 -0.4 0.8 -0.5 0.16
H 7.14905 -24.44882 -2.86563 -0.4 0.4 0.3 0.36
H 8.83915 -24.57308 -2.55734 0.1 -0.8 0.1 0.36
H 8.32491 -23.33530 -0.60616 0.3 0.5 0.6 0.21
H 8.11824 -25.80101 0.88225 0.0 0.1 0.2 0.32
C 6.76903 -17.76961 -0.78070 -1.1 0.6 0.5 0.22
C 5.92242 -17.09213 0.30845 -0.3 -0.2 1.3 -0.36
O 6.69099 -16.36374 1.29655 0.0 0.1 -1.0 -0.60
O 7.73306 -18.59073 -0.18541 0.3 0.5 0.5 -0.58
H 7.17407 -16.97319 -1.40502 0.5 0.1 -0.1 0.34
H 6.18269 -18.41366 -1.43606 -0.7 0.3 -0.1 -0.13
H 5.34467 -17.77933 0.92655 0.2 -0.9 -0.3 0.13
H 5.12107 -16.43789 -0.03496 0.5 0.4 -0.7 0.39
H 7.58020 -16.72541 1.28542 0.1 -0.2 0.1 0.34
H 7.90172 -19.28107 -0.83083 0.7 -0.6 0.0 0.18
C 7.67609 -22.52362 4.16332 -1.3 -1.1 0.3 -0.28
C 8.29108 -23.76418 3.48324 1.7 -0.6 0.5 -0.01
O 7.59547 -24.98897 3.69142 -2.0 -0.4 -0.4 -0.56
O 8.60355 -21.59123 4.63771 0.4 -0.1 -0.1 -0.55
H 7.07142 -22.90884 4.98433 0.4 -0.1 0.5 0.26
H 6.88572 -22.02389 3.60323 0.2 0.0 -0.8 0.05
H 9.19819 -24.10696 3.98097 0.8 1.7 0.0 0.39
H 8.52745 -23.63392 2.42717 -0.2 0.2 -0.2 0.07
H 8.20910 -25.72070 3.78961 0.0 0.2 0.1 0.24
H 8.85583 -21.03788 3.89489 0.1 0.2 0.0 0.33
C 3.68807 -19.30720 -5.11797 0.8 1.5 1.1 -0.56
C 3.69750 -18.90769 -3.58955 -1.5 -0.1 -2.7 0.30
O 2.54462 -18.06125 -3.44408 0.8 0.1 1.0 -0.61
O 2.42654 -19.80126 -5.50255 -0.2 -1.1 0.2 -0.54
H 4.58445 -19.90405 -5.28643 -0.3 -0.7 -0.3 0.22
H 3.75156 -18.40761 -5.73018 0.8 0.5 0.4 0.39
H 4.62091 -18.35295 -3.42321 -0.2 0.0 0.4 0.13
H 3.62548 -19.82073 -2.99857 0.1 0.1 0.3 -0.04
H 1.82050 -18.51635 -3.88013 -0.1 -0.2 -0.2 0.35
H 2.33589 -19.56531 -6.42867 -0.3 -0.2 0.0 0.34
C 4.23701 -26.12245 3.79976 0.6 0.5 -1.5 -0.72
C 4.28345 -25.13858 2.57703 -0.2 -0.2 1.2 -0.31
O 5.53226 -25.01834 1.89499 -0.7 -0.8 -0.3 -0.24
O 4.75511 -25.49513 4.91734 0.3 1.4 1.9 -0.46
H 4.95668 -26.93335 3.68744 -0.8 -0.9 -0.9 0.23
H 3.19920 -26.34742 4.04561 0.0 -0.7 -0.7 0.47
H 4.12832 -24.16692 3.04597 -0.7 0.1 -0.1 0.31
H 3.49287 -25.40293 1.87475 0.1 0.2 -0.1 0.44
H 6.16705 -25.14204 2.60445 1.0 0.2 0.2 0.17
H 4.23896 -25.81968 5.65886 0.3 0.3 0.3 0.29
C 3.67669 -20.23458 0.07939 1.0 -1.1 1.3 -1.50
C 4.45121 -21.57751 0.04916 0.4 -0.1 -1.6 0.50
C 5.93585 -21.47365 0.38994 -1.4 0.2 0.0 0.00
O 3.83811 -22.62646 0.83661 -0.7 1.2 -0.2 -0.11
H 4.19571 -19.42717 -0.43716 0.1 -0.4 -0.5 -0.07
H 3.80142 -19.94802 1.12363 -1.0 0.4 0.3 0.60
H 2.66235 -20.35954 -0.29955 0.0 0.2 0.4 0.43
H 4.40073 -21.86013 -1.00236 0.0 -0.5 -0.3 0.42
H 6.42254 -22.38572 0.04445 0.2 0.2 0.3 0.00
H 5.96965 -21.36678 1.47417 0.6 0.1 0.0 0.33
H 6.30206 -20.58998 -0.13267 0.5 -0.1 0.3 -0.55
H 4.33033 -23.44679 0.75674 0.6 0.0 0.0 0.02
```
Positions in Å, forces in eV/Å.

Computed properties:
net charge = 0
energy above the lowest of the compared OMol25 structures with the same formula, charge and spin = 0.0 kJ/mol
E_HOMO = -9.75 eV
spin multiplicity = 1
molar mass = 486.5 g/mol
HOMO-LUMO gap = 9.9 eV
F_max = 3.11 eV/Å
total energy = -1805.1668 Eh

=====

C9H13N3 | the ωB97M-V functional and the def2-TZVPD basis

Structure (XYZ):
```
25
Properties=species:S:1:pos:R:3:forces:R:3:nbo_charge:R:1
C -2.21298 -1.28731 0.35992 0.3 -1.1 0.1 -0.30
C -2.41853 0.11043 0.45848 -1.1 -1.5 0.8 -0.28
C -0.90575 -1.49184 0.12491 1.8 -0.5 -1.6 0.14
C -1.20173 0.72302 0.34538 -3.6 1.8 -0.9 0.12
C 1.90022 0.67463 1.10756 -2.2 1.7 -1.6 -0.32
C 1.05336 0.06833 -0.14576 1.9 1.1 1.4 0.25
C -0.01751 -2.66759 -0.27931 -1.8 -1.4 3.6 -0.64
C -1.03075 2.20911 0.24239 -1.9 -0.2 0.2 -0.64
C 1.28286 0.73420 -1.46962 4.0 1.1 2.0 -0.61
N 2.72197 -0.51343 0.94667 0.0 0.2 -0.2 -0.10
N 2.07761 -0.98705 -0.01149 0.5 -1.2 0.4 -0.12
N -0.34449 -0.23923 0.02372 3.2 -0.7 0.4 -0.36
H -2.79364 -2.18379 0.44974 -1.0 0.3 0.1 0.22
H -3.42432 0.39927 0.66960 -0.1 1.2 0.1 0.22
H 2.29856 1.67384 0.88703 0.9 -0.5 -0.4 0.21
H 1.36159 0.95041 2.00120 -0.2 -1.1 0.8 0.22
H -0.61408 -3.60666 -0.59282 0.9 1.3 1.4 0.23
H 0.47570 -2.45432 -1.13411 1.7 1.0 -2.7 0.21
H 0.80809 -2.75038 0.54825 -1.7 -0.8 -1.6 0.24
H -0.88980 2.62082 -0.73743 0.6 0.0 -0.5 0.22
H -1.88262 2.80844 0.63075 -0.1 -1.1 -0.2 0.24
H -0.32875 2.47879 0.93927 2.5 1.1 1.2 0.21
H 0.95799 0.11468 -2.17277 -1.7 -2.5 -3.2 0.22
H 2.36050 1.00846 -1.76445 -1.3 -0.6 1.0 0.22
H 0.76651 1.60717 -1.42711 -1.6 2.6 -0.5 0.22
```
Positions in Å, forces in eV/Å.

Computed properties:
net charge = 0
energy above the lowest of the compared OMol25 structures with the same formula, charge and spin = 318.7 kJ/mol
E_HOMO = -8.01 eV
spin multiplicity = 1
molar mass = 163.2 g/mol
HOMO-LUMO gap = 8.7 eV
F_max = 4.64 eV/Å
total energy = -514.8546 Eh